--- P ---
13
Properties=species:S:1:pos:R:3:mulliken_charge:R:1 method="wB97M-V/def2-TZVPD" charge=0 homo_lumo_gap_ha=0.3760 lumo_energy_ev=0.55 e_homo_ev=-9.68 spin_multiplicity=1
O -2.8943 0.6752 0.4827 -0.61
S -1.7722 -0.0462 -0.0441 0.95
O -1.9095 -1.4290 -0.4068 -0.59
C -0.5866 0.8866 -0.9512 -0.63
C -0.1577 0.4422 0.4989 -0.21
C 0.8898 -0.6159 0.5709 -0.67
S 2.4987 0.0229 -0.0839 -0.21
H -0.7481 1.9437 -1.0853 0.32
H -0.0427 0.4140 -1.7536 0.32
H -0.0682 1.2502 1.2121 0.44
H 0.5921 -1.4654 -0.0440 0.34
H 1.0586 -0.9386 1.5986 0.40
H 3.1400 -1.1398 0.0056 0.13

***

--- Q ---
13
Properties=species:S:1:pos:R:3:mulliken_charge:R:1 method="wB97M-V/def2-TZVPD" charge=0 homo_lumo_gap_ha=0.3467 lumo_energy_ev=0.48 e_homo_ev=-8.95 spin_multiplicity=1
O -0.0981 2.3731 -0.3350 -0.54
C -0.9202 1.5016 -0.3691 0.54
O -1.3794 0.9802 -1.5283 -0.46
C -1.5081 0.7761 0.8127 -0.37
C -0.8568 -0.5878 1.0957 -0.71
S 0.9703 -0.5855 0.8559 -0.04
S 1.3002 -1.8826 -0.6499 -0.20
H -0.9224 1.4386 -2.2510 0.34
H -1.5335 1.3555 1.7275 0.32
H -2.5425 0.6100 0.5173 0.28
H -1.2568 -1.4006 0.5105 0.37
H -0.9336 -0.8053 2.1613 0.34
H 0.8530 -1.2291 -1.7365 0.14

***

So which one wins? Going from most stable to least: Q, P.

***

--- P ---
13
Properties=species:S:1:pos:R:3:mulliken_charge:R:1 method="wB97M-V/def2-TZVPD" charge=0 homo_lumo_gap_ha=0.3176 lumo_energy_ev=0.33 e_homo_ev=-8.32 spin_multiplicity=1
C -0.6026 2.3595 -0.0475 -0.94
S -0.0044 0.8125 -0.1756 1.16
O 0.7429 0.6712 -1.4367 -0.71
O 1.1028 0.7497 1.0077 -0.47
C -0.8060 -0.8306 0.1098 -0.20
C -0.2642 -1.8410 -0.8184 -0.71
S 0.1955 -1.9989 0.8874 -0.06
H -0.3140 2.7827 -1.0419 0.32
H -1.6502 2.3697 0.2960 0.27
H 0.7849 1.0058 1.8688 0.35
H -1.9022 -0.6205 0.4210 0.40
H 0.2997 -1.4678 -1.6251 0.29
H -0.8844 -2.6285 -1.1185 0.31

***

--- Q ---
13
Properties=species:S:1:pos:R:3:mulliken_charge:R:1 method="wB97M-V/def2-TZVPD" charge=0 homo_lumo_gap_ha=0.3427 lumo_energy_ev=0.46 e_homo_ev=-8.87 spin_multiplicity=1
O -0.6756 1.3401 -2.0438 -0.54
C -0.6264 0.2492 -1.5183 0.78
S -1.0121 -1.3489 -2.2021 -0.21
C -0.3665 0.2712 0.1512 -0.08
O -0.1992 1.6704 0.4393 -0.56
C 0.5239 -0.5739 1.5141 -0.67
S 2.2085 -0.9550 1.2289 -0.19
H -1.1221 -0.9713 -3.4813 0.16
H -1.3565 -0.2671 0.4469 0.16
H -0.6382 2.1064 -0.3076 0.34
H 0.4378 0.0498 2.3951 0.36
H 0.1169 -1.4878 1.3310 0.34
H 2.7095 -0.0832 2.0468 0.11

***

So which one wins? Going from most stable to least: Q, P.

***

--- P ---
32
Properties=species:S:1:pos:R:3:mulliken_charge:R:1 method="wB97M-V/def2-TZVPD" charge=-1 homo_lumo_gap_ha=0.3824 lumo_energy_ev=2.49 e_homo_ev=-7.91 spin_multiplicity=1
B 4.4530 -11.8830 14.9508 0.71
F 4.4646 -11.8254 13.6485 -0.47
F 3.1976 -12.3202 15.4015 -0.53
F 5.3593 -12.7669 15.3171 -0.30
F 4.7110 -10.6424 15.4604 -0.27
O 4.5202 -13.7524 17.9867 -0.67
H 4.2782 -13.2925 17.1828 0.29
H 4.6765 -14.6550 17.7090 0.30
O 6.6714 -13.0862 12.7255 -0.67
H 7.4297 -12.5236 12.8830 0.30
H 5.9866 -12.7299 13.2916 0.42
O 5.1099 -8.1509 16.4836 -0.54
H 4.8923 -8.0404 15.5580 0.29
H 5.3491 -7.2729 16.7804 0.23
O 6.0584 -9.9066 18.6924 -0.64
H 5.2352 -9.9645 19.1773 0.31
H 5.8114 -9.5417 17.8427 0.25
O 3.2385 -10.1310 12.0407 -0.70
H 3.7465 -10.7847 11.5602 0.30
H 3.3712 -10.3536 12.9621 0.40
O 2.3178 -9.9438 16.3571 -0.69
H 3.2186 -9.7812 16.6370 0.34
H 2.4033 -10.5087 15.5892 0.29
O 1.6632 -14.3839 15.4183 -0.68
H 2.1596 -13.5925 15.2096 0.45
H 1.8991 -15.0041 14.7285 0.29
O 7.6570 -14.8354 16.3696 -0.66
H 6.9955 -14.1508 16.2701 0.36
H 8.2887 -14.4704 16.9893 0.31
O 8.0348 -10.5598 16.0759 -0.65
H 7.1030 -10.3814 16.2027 0.33
H 8.4739 -10.0218 16.7347 0.29

***

--- Q ---
32
Properties=species:S:1:pos:R:3:mulliken_charge:R:1 method="wB97M-V/def2-TZVPD" charge=-1 homo_lumo_gap_ha=0.3857 lumo_energy_ev=2.81 e_homo_ev=-7.69 spin_multiplicity=1
B 7.4603 0.4471 24.0778 0.28
F 7.0904 -0.6331 24.8890 -0.42
F 8.5943 0.1554 23.3338 -0.03
F 6.3961 0.7472 23.2262 -0.45
F 7.5910 1.6546 24.8526 -0.53
O 4.3484 -1.2572 24.1931 -0.66
H 5.2327 -0.9391 24.2429 0.36
H 4.4820 -2.1801 24.1533 0.28
O 8.6875 -1.3240 20.9832 -0.67
H 9.0816 -2.2062 21.0307 0.27
H 8.7169 -0.7747 21.7574 0.41
O 11.2528 -0.7816 23.0798 -0.69
H 11.0896 -1.7226 23.0333 0.30
H 10.4317 -0.3664 23.2955 0.38
O 4.9542 -0.1719 20.9847 -0.69
H 5.6127 0.3321 20.5483 0.30
H 5.1484 0.0672 21.9327 0.47
O 8.9845 3.4060 23.2978 -0.70
H 8.3401 3.4957 22.5906 0.33
H 8.5350 2.7562 23.7796 0.41
O 5.5789 3.3380 24.2847 -0.78
H 6.1429 2.5881 24.3629 0.49
H 5.2075 3.3808 23.4410 0.34
O 9.7339 1.6285 20.7986 -0.63
H 9.9414 1.9961 21.6580 0.32
H 10.5302 1.0497 20.6780 0.32
O 8.0698 -2.9001 23.6101 -0.67
H 7.9007 -2.6144 22.7168 0.32
H 7.6561 -2.2669 24.1685 0.37
O 3.6522 1.5909 24.2366 -0.68
H 4.4173 2.1328 24.1803 0.39
H 3.9938 0.7989 24.6392 0.28

***

So which one wins? Going from most stable to least: Q, P.

***

--- P ---
72
Properties=species:S:1:pos:R:3:mulliken_charge:R:1 method="wB97M-V/def2-TZVPD" charge=0 homo_lumo_gap_ha=0.3833 lumo_energy_ev=0.29 e_homo_ev=-10.14 spin_multiplicity=1
C 12.7448 -4.7908 -2.0689 -1.08
C 12.0524 -6.1448 -2.1545 -0.18
O 11.2929 -6.3112 -0.9978 -0.49
H 12.0398 -4.0079 -1.7895 0.30
H 13.2125 -4.5857 -3.0319 0.34
H 13.4697 -4.7773 -1.2551 0.27
H 12.8115 -6.8938 -2.3802 0.26
H 11.3901 -6.1293 -3.0200 0.29
H 10.7045 -7.0327 -1.2318 0.29
C 13.2057 -4.0122 3.8248 -0.89
C 12.1495 -5.1343 3.8606 -0.19
O 10.9449 -4.7217 3.2263 -0.51
H 14.2206 -4.2909 4.1082 0.33
H 12.8515 -3.1389 4.3725 0.26
H 13.2539 -3.7277 2.7737 0.23
H 11.9390 -5.3828 4.9008 0.24
H 12.6107 -5.9889 3.3655 0.23
H 10.9461 -5.0500 2.3242 0.30
C 4.8071 -5.4739 4.7113 -0.87
C 3.7131 -6.3496 4.0236 -0.32
O 2.5786 -6.6306 4.7777 -0.49
H 4.4300 -4.5533 5.1566 0.34
H 5.6012 -5.1727 4.0280 0.28
H 5.2897 -6.0991 5.4625 0.22
H 4.1435 -7.3134 3.7516 0.26
H 3.4233 -5.9148 3.0670 0.28
H 2.2275 -5.7483 4.9190 0.30
C 8.4870 -9.9377 4.3947 -1.04
C 9.7091 -10.3236 5.2773 -0.21
O 9.2841 -11.2237 6.2354 -0.51
H 8.7143 -9.1709 3.6541 0.32
H 7.7044 -9.6306 5.0884 0.29
H 8.1314 -10.7955 3.8238 0.34
H 10.1040 -9.4017 5.7044 0.30
H 10.4306 -10.7744 4.5959 0.21
H 8.9558 -11.9483 5.6981 0.31
C 13.8356 -10.5395 0.9828 -0.99
C 14.6176 -11.7890 1.2048 -0.20
O 14.8274 -11.9572 2.5960 -0.52
H 12.8281 -10.5477 1.3986 0.24
H 13.6801 -10.3684 -0.0824 0.29
H 14.3776 -9.6866 1.3914 0.33
H 15.5901 -11.5982 0.7510 0.24
H 14.1360 -12.6491 0.7398 0.31
H 15.2362 -11.1697 2.9626 0.29
C 14.3450 1.5323 1.7897 -1.04
C 15.1307 2.8172 1.6646 -0.16
O 16.0978 2.8340 2.7027 -0.52
H 13.9154 1.5118 2.7913 0.27
H 14.9874 0.6520 1.7663 0.27
H 13.5348 1.3959 1.0734 0.34
H 14.4907 3.6953 1.7514 0.28
H 15.6622 2.9129 0.7178 0.25
H 16.3317 3.7577 2.8200 0.30
C 18.9225 -3.6837 6.4513 -1.01
C 18.6750 -4.1228 7.8702 -0.19
O 19.0606 -5.4712 8.0874 -0.53
H 18.5766 -2.6688 6.2553 0.34
H 18.5293 -4.3382 5.6733 0.29
H 20.0046 -3.5814 6.3704 0.27
H 17.6290 -4.0159 8.1574 0.28
H 19.1578 -3.4452 8.5744 0.25
H 18.8048 -5.8117 8.9477 0.30
C 9.9528 -6.8723 10.5276 -0.89
C 9.6658 -6.2362 11.8656 -0.30
O 8.7545 -5.2091 11.7650 -0.51
H 10.4337 -7.8356 10.6973 0.30
H 10.7047 -6.2931 9.9917 0.23
H 9.1002 -6.9717 9.8558 0.33
H 10.6079 -5.9367 12.3247 0.29
H 9.2218 -6.9647 12.5441 0.25
H 7.9390 -5.6737 11.5630 0.31

***

--- Q ---
72
Properties=species:S:1:pos:R:3:mulliken_charge:R:1 method="wB97M-V/def2-TZVPD" charge=0 homo_lumo_gap_ha=0.3668 lumo_energy_ev=0.43 e_homo_ev=-9.56 spin_multiplicity=1
C 2.3003 -4.3711 -2.5788 -1.10
C 1.1153 -3.5136 -3.0491 -0.22
O 0.2416 -3.2573 -1.9866 -0.36
H 3.1460 -4.3687 -3.2657 0.40
H 1.9634 -5.3750 -2.3240 0.25
H 2.6961 -3.9213 -1.6640 0.26
H 0.6183 -3.9590 -3.9147 0.28
H 1.5378 -2.5861 -3.4480 0.26
H -0.6007 -3.7439 -2.1035 0.20
C 0.2007 0.6244 -0.6149 -0.77
C 0.5874 -0.4250 0.4000 -0.40
O -0.2728 -1.5655 0.4412 -0.19
H -0.7075 1.1557 -0.3368 0.10
H 0.0806 0.2110 -1.6196 0.35
H 1.0646 1.2935 -0.6831 0.32
H 0.5587 0.0183 1.4012 0.31
H 1.6255 -0.7420 0.2507 0.32
H 0.0723 -2.2007 -0.2021 0.01
C -3.6650 0.7837 0.1491 -1.11
C -3.6746 1.3237 -1.2948 0.42
O -4.5635 2.4462 -1.2248 -0.53
H -4.6313 0.3010 0.3083 0.39
H -3.6028 1.6628 0.7852 0.34
H -2.9068 0.0186 0.3081 0.18
H -3.9428 0.5221 -1.9844 0.29
H -2.6987 1.7565 -1.5318 -0.21
H -4.7052 2.7916 -2.1122 0.29
C -1.7678 -2.8011 5.0306 -1.17
C -1.9286 -2.2636 3.6070 0.32
O -0.8024 -1.4568 3.2906 -0.58
H -2.1732 -2.0875 5.7474 0.28
H -0.7016 -2.9112 5.2275 0.30
H -2.2704 -3.7587 5.1565 0.36
H -2.7960 -1.5985 3.5525 0.22
H -2.0362 -3.1058 2.9194 -0.11
H -0.6296 -1.4778 2.3384 0.35
C -1.9723 -4.7520 0.1663 -0.86
C -1.9578 -5.8666 -0.8555 -0.42
O -1.6290 -5.3519 -2.1548 -0.55
H -2.6900 -3.9510 -0.0145 0.34
H -1.0022 -4.2550 0.1379 0.11
H -2.0942 -5.1454 1.1732 0.39
H -2.9027 -6.4069 -0.9361 0.36
H -1.2026 -6.5823 -0.5185 0.30
H -1.5678 -6.0964 -2.7589 0.27
C 0.4458 5.2445 1.8630 -1.23
C 1.2447 4.3801 0.9104 0.13
O 2.6097 4.2309 1.3640 -0.48
H 0.8408 6.2401 2.0599 0.37
H 0.3611 4.7218 2.8184 0.31
H -0.5655 5.3717 1.4663 0.34
H 1.3379 4.8771 -0.0605 0.17
H 0.7777 3.4107 0.7687 0.05
H 3.0262 5.0914 1.2637 0.28
C -0.9411 3.9184 -2.6692 -0.60
C 0.0191 4.5633 -3.6649 -0.36
O 0.9256 5.3580 -2.9024 -0.51
H -1.7969 3.3853 -3.0834 0.35
H -1.2477 4.6553 -1.9311 0.28
H -0.3676 3.1390 -2.1564 -0.03
H -0.5612 5.2040 -4.3381 0.24
H 0.5764 3.8669 -4.2927 0.34
H 1.8299 5.1912 -3.1716 0.30
C 4.0373 0.6932 2.0453 -0.61
C 5.3205 1.4814 1.6762 -0.34
O 5.2668 2.7973 2.1353 -0.52
H 3.5771 1.0173 2.9775 0.33
H 4.2048 -0.3825 1.9968 0.39
H 3.2724 0.9310 1.2965 -0.08
H 5.4119 1.4138 0.5838 0.22
H 6.1846 0.9537 2.0789 0.33
H 4.4971 3.2339 1.7518 0.34

***

So which one wins? Going from most stable to least: Q, P.

***

--- P ---
28
Properties=species:S:1:pos:R:3:mulliken_charge:R:1 method="wB97M-V/def2-TZVPD" charge=0 homo_lumo_gap_ha=0.3644 lumo_energy_ev=0.92 e_homo_ev=-9.00 spin_multiplicity=1
C 2.3529 0.1460 0.1267 -1.58
C 1.0157 0.5852 0.7209 0.30
C 1.1184 0.5090 2.2431 -1.51
C -0.2665 -0.2233 0.1305 2.23
C -0.0076 -1.7286 0.1872 -2.23
C -1.5013 0.1097 0.9689 -2.18
C -0.4234 0.2582 -1.3162 -0.32
C -1.5551 -0.5750 -2.0906 -1.49
N -0.6719 1.6823 -1.3737 -0.54
H 3.1420 0.8206 0.4583 0.45
H 2.6151 -0.8591 0.4511 0.32
H 2.3490 0.1757 -0.9596 0.37
H 0.8403 1.6279 0.4401 0.41
H 2.0144 1.0339 2.5741 0.46
H 1.2017 -0.5214 2.5847 0.28
H 0.2699 0.9744 2.7364 0.35
H -0.9300 -2.2812 0.0232 0.54
H 0.3632 -2.0095 1.1701 0.43
H 0.7193 -2.0336 -0.5614 0.41
H -1.5377 1.1666 1.2214 0.46
H -1.5021 -0.4503 1.9001 0.46
H -2.4250 -0.1294 0.4471 0.39
H 0.5100 0.0721 -1.8554 0.36
H -1.3849 -1.6468 -2.0846 0.36
H -2.5382 -0.3691 -1.6727 0.29
H -1.5529 -0.2529 -3.1317 0.44
H -1.5917 1.9024 -1.0090 0.22
H -0.6238 2.0161 -2.3291 0.31

***

--- Q ---
28
Properties=species:S:1:pos:R:3:mulliken_charge:R:1 method="wB97M-V/def2-TZVPD" charge=0 homo_lumo_gap_ha="0.2537 / 0.2512" lumo_energy_ev="0.80 / 0.80" e_homo_ev="-6.10 / -6.03" spin_multiplicity=1
C -0.7130 0.4735 -0.0844 1.74
C 0.5755 0.8067 -0.4892 -1.42
C 1.0810 -1.2003 0.6342 0.50
C -1.2240 2.3989 -1.2528 -1.17
C -1.5209 -0.5059 -0.8901 -1.49
C -1.2673 0.8497 1.2590 -1.47
C 2.1077 -1.6591 -0.3717 -1.41
C 0.2405 -2.3266 1.1732 -1.40
N 1.4248 1.6774 0.1315 -0.30
H 0.8708 0.5298 -1.4930 0.51
H 1.5292 -0.6196 1.4415 0.29
H 1.0612 2.2805 0.8521 0.22
H 2.1597 2.0777 -0.4285 0.25
H -2.4764 -0.0601 -1.1744 0.44
H -1.0584 0.1090 2.0338 0.24
H -2.3068 2.2948 -1.2377 0.38
H -0.8893 3.2480 -0.6595 0.33
H -0.8225 2.4077 -2.2648 0.34
H -1.7541 -1.3963 -0.3045 0.35
H -1.0042 -0.8123 -1.8007 0.31
H -2.3544 0.9415 1.2193 0.39
H -0.9052 1.8045 1.6446 0.36
H 2.7486 -2.4619 0.0296 0.41
H 1.6316 -2.0614 -1.2740 0.27
H 2.7788 -0.8502 -0.6707 0.35
H 0.8560 -3.0626 1.7185 0.41
H -0.2502 -2.8897 0.3726 0.29
H -0.5191 -1.9939 1.8860 0.30

***

So which one wins? Going from most stable to least: P, Q.

***

--- P ---
24
Properties=species:S:1:pos:R:3:mulliken_charge:R:1 method="wB97M-V/def2-TZVPD" charge=+1 homo_lumo_gap_ha=0.2969 lumo_energy_ev=-3.73 e_homo_ev=-11.81 spin_multiplicity=1
C -1.8645 1.0410 -0.9288 -0.80
C -1.2101 0.9817 0.3918 -0.08
C -2.5666 -0.0774 -1.2514 -0.20
C -2.7155 -0.8742 0.9826 -0.65
C 1.4340 0.6939 0.2970 0.60
C 1.9141 2.0318 0.1521 -1.24
C 1.7654 -2.7030 0.3801 -0.84
N -2.1119 0.2694 1.2930 -0.08
N -2.6975 -1.1289 -0.3497 0.09
N 2.1261 -0.3755 0.3025 -0.72
N 0.0639 0.2994 0.3466 0.65
N 0.0880 -0.9962 0.3727 -0.27
N 1.2916 -1.3965 0.3213 0.50
H -1.7283 1.8711 -1.5171 0.45
H -0.9285 2.0409 0.6505 0.44
H -3.0547 -0.2121 -2.1654 0.47
H 2.8240 1.9878 -0.4118 0.42
H 2.3533 2.1477 1.1081 0.34
H 1.3022 2.8691 -0.3305 0.32
H 2.2165 -2.9596 -0.5700 0.35
H 2.5083 -2.8394 1.1103 0.32
H 1.0158 -3.4210 0.3667 0.42
H -2.4604 0.6233 2.2104 0.29
H -3.1867 -1.9315 -0.5584 0.23

***

--- Q ---
24
Properties=species:S:1:pos:R:3:mulliken_charge:R:1 method="wB97M-V/def2-TZVPD" charge=+1 homo_lumo_gap_ha=0.3264 lumo_energy_ev=-2.80 e_homo_ev=-11.68 spin_multiplicity=1
C 0.9861 0.3610 -1.6027 -0.36
C 2.4488 -1.0910 -0.7447 0.52
C -2.1268 0.3387 2.3907 -0.35
C -1.0425 -0.4735 2.2318 -0.84
C -2.4242 1.2099 1.4077 -0.51
C -0.3551 -0.5127 1.0552 0.09
C -1.7562 1.0089 0.1604 0.55
N 1.3783 -0.9486 -1.6408 -0.11
N 2.8000 0.0980 -0.2648 -0.67
N 1.8777 0.9619 -0.8247 0.38
N 2.8733 -2.3852 -0.6829 -0.48
N -2.0771 1.8156 -0.9168 -0.46
N -0.7205 0.1273 -0.0310 -0.22
H -2.7630 0.5475 3.2559 0.37
H -0.6270 -1.1756 2.8647 0.42
H -3.2338 1.9200 1.6110 0.25
H 0.4848 -1.0571 0.9270 0.41
H 2.1265 1.9192 -0.7773 0.25
H 2.4026 -3.1105 -1.2311 0.23
H 3.2074 -2.7814 0.1536 0.27
H -2.1636 1.5079 -1.8905 0.22
H -2.8346 2.4215 -0.8065 0.23
H 1.1859 -1.6028 -2.4065 0.30
H 0.3531 0.9010 -2.2378 0.50

***

So which one wins? Going from most stable to least: Q, P.

***

--- P ---
7
Properties=species:S:1:pos:R:3:mulliken_charge:R:1 method="wB97M-V/def2-TZVPD" charge=+1 homo_lumo_gap_ha="0.3233 / 0.3232" lumo_energy_ev="-7.83 / -7.83" e_homo_ev="-16.63 / -16.62" spin_multiplicity=1
N -1.5692 -1.0720 1.4486 0.01
N -0.8389 -0.5835 0.7708 0.43
C -0.0467 -0.1812 -0.3128 0.59
N 0.7755 0.7834 -0.1909 -0.26
O -0.3234 -1.0425 -1.4322 -0.38
H 0.5697 1.3622 0.6598 0.31
H 1.4329 0.7336 -0.9433 0.30

***

--- Q ---
7
Properties=species:S:1:pos:R:3:mulliken_charge:R:1 method="wB97M-V/def2-TZVPD" charge=+1 homo_lumo_gap_ha=0.4734 lumo_energy_ev=-6.11 e_homo_ev=-18.99 spin_multiplicity=1
C -0.2739 0.8619 0.1554 0.76
N 2.6135 -0.8880 -0.3177 -0.10
N 1.4935 -0.9991 -0.3489 0.10
N -1.2202 0.0370 0.1225 -0.28
O 0.4642 1.7440 0.2183 -0.10
H -1.3186 -0.3919 -0.7513 0.29
H -1.7583 -0.3640 0.9217 0.33

***

So which one wins? Going from most stable to least: Q, P.